Below is a 2-piece molecular cluster, CH5ClNOP overall, with properties calculated with ωB97M-V/def2-TZVPD.

Geometry (Å):
Cl 1.93725 2.84263 -1.38107
P 0.44298 -1.43536 0.47186
O -0.08177 -0.07952 -0.17940
N 0.42374 -0.94387 2.05360
C 0.19036 0.47883 -1.46143
H 0.16426 -1.76105 2.69631
H -0.17992 -0.21915 2.30239
H -0.82310 0.91813 -1.86315
H 0.81368 1.31456 -1.39413
H 0.64099 -0.16797 -2.14048

Cartesian forces (eV/Å) of the 6 atoms listed first:
0.430 0.436 0.079
-0.254 2.686 -0.354
0.740 -1.922 1.273
-0.474 -4.128 0.275
-4.564 0.414 -1.188
1.034 1.337 -0.966

Output
**Energy relative to the best compared isomer or geometry (same formula, charge and spin)**: 425.1 kJ/mol
**Gap between HOMO and LUMO (spin up / spin down)**: 4.4 / 4.4 eV

Results of the Mulliken charge analysis, in e, for atoms 1 through 4:
1 Cl -0.72
2 P 0.48
3 O -0.15
4 N -0.44